This record from the Open Molecules 2025 dataset describes a 2-piece molecular cluster, CH3NO2S overall at a distorted geometry. The level of theory is wB97M-V/def2-TZVPD.

Properties
Total charge   0
Largest force on an atom   3.4 eV/Å
Orbital gap (alpha / beta)   7.3 / 7.7 eV
Lowest unoccupied orbital energy (alpha / beta)   -1.67 / -1.60 eV
Multiplicity   1

Geometry (Å):
C -0.25906 -0.23093 -0.69207
N -3.41540 0.13561 0.43380
O -4.45980 -0.22887 0.78270
O -2.83706 1.17894 0.30607
S -1.16408 -1.72706 -0.74458
H -0.15720 0.31616 -1.57884
H 0.61233 -0.40337 -0.16344
H -0.90564 0.30106 0.10242

***

This record from the Open Molecules 2025 dataset describes a 3-piece molecular cluster, C3H13N2O3 overall at a distorted geometry. The level of theory is wB97M-V/def2-TZVPD.

Properties
Total charge   +1
Largest force on an atom   5.4 eV/Å
Orbital gap   11.2 eV
Lowest unoccupied orbital energy   -2.91 eV
Multiplicity   1

Geometry (Å):
O -2.38509 0.62587 0.97559
C -1.32360 0.39901 1.61529
N -1.37458 0.70744 2.96296
C -0.01676 -0.02895 0.82418
N -0.26070 0.44489 -0.59234
C 0.96188 0.26865 -1.40639
H -2.29121 0.77392 3.32430
H -0.64108 0.18292 3.47707
H 0.98261 0.27938 1.08440
H 0.03553 -1.21909 0.84811
H -0.52646 1.40081 -0.47478
H -1.05093 -0.22696 -1.01232
H 1.42076 -0.71350 -1.50875
H 1.72604 0.89065 -1.12690
H 0.74746 0.57647 -2.48172
H 3.60497 -1.48451 0.44432
H 3.84417 -0.22317 1.08784
O 3.14105 -0.78293 0.72231
H -2.69935 -0.11879 -2.69287
H -2.06180 -1.32653 -3.22616
O -1.83289 -0.42557 -2.84417

***

This record from the Open Molecules 2025 dataset describes C12H30GaN3O8PSi as an isolated structure. The level of theory is wB97M-V/def2-TZVPD.

Properties
Total charge   -1
Largest force on an atom   0.7 eV/Å
Orbital gap   6.5 eV
Lowest unoccupied orbital energy   2.12 eV
Multiplicity   1

Geometry (Å):
C 2.00648 1.35383 -3.07334
C 2.10526 0.88426 -1.95693
Ga 2.40735 0.27291 -0.04890
C 1.19293 1.35473 1.17528
C 0.16129 0.54295 1.96903
C -1.03764 0.06262 1.16388
O -1.47404 1.04179 0.23817
C -2.17717 0.52128 -0.87033
P 4.63475 0.92555 0.50204
O 5.22700 0.16008 1.66666
Si 2.34267 -2.10363 0.21711
C 2.76149 -2.60543 1.99849
C 0.69688 -2.92482 -0.28121
C 3.67459 -2.89789 -0.88088
H 1.86851 1.91818 -3.96753
H 0.68844 2.10848 0.56911
H 1.81990 1.89729 1.88998
H -0.20835 1.15598 2.80443
H 0.64014 -0.33135 2.42015
H -1.86381 -0.17347 1.85353
H -0.78370 -0.86966 0.64789
H -2.24552 -0.57024 -0.86436
H -1.66436 0.80293 -1.79323
H -3.19915 0.91604 -0.88836
H 5.51105 0.87813 -0.62245
H 4.62832 2.32031 0.81143
H 1.84099 -2.62123 2.58941
H 3.46134 -1.89929 2.44495
H 3.16912 -3.62014 2.01122
H 0.08548 -3.09742 0.60464
H 0.14426 -2.37980 -1.04591
H 0.92588 -3.91857 -0.68565
H 4.67017 -2.53232 -0.62544
H 3.66644 -3.98134 -0.70000
H 3.47105 -2.75536 -1.94376
C -1.50777 -3.25517 5.07376
N -0.63897 -3.84890 4.01994
O -0.65095 -3.32728 2.92759
O 0.02407 -4.81396 4.33982
H -2.02978 -2.40759 4.64570
H -2.19644 -4.02922 5.39846
H -0.86060 -2.95314 5.89152
C -3.96046 3.91914 0.13643
N -5.40637 3.94945 -0.21584
O -5.94549 5.03401 -0.32054
O -5.95803 2.88091 -0.37401
H -3.61617 4.94001 0.24689
H -3.86058 3.36254 1.06317
H -3.43468 3.40692 -0.66459
C -1.07205 2.63371 -6.24012
N -1.55904 2.24633 -4.88744
O -1.66922 3.12196 -4.05527
O -1.80780 1.07279 -4.72124
H -0.88902 3.70155 -6.24414
H -0.16162 2.07168 -6.42559
H -1.84326 2.35663 -6.95225

***

This record from the Open Molecules 2025 dataset describes one molecule with the formula C30H35N3O6 at a distorted geometry. The level of theory is wB97M-V/def2-TZVPD.

Properties
Total charge   0
SMILES   COc1cc(OC)cc(N(C(=O)c2ccco2)[C@H](C(=O)NC2CCCC2)c2ccc(N3CCOCC3)cc2)c1
Largest force on an atom   1.0 eV/Å
Orbital gap   8.2 eV
Lowest unoccupied orbital energy   0.63 eV
Multiplicity   1

Geometry (Å):
C 7.09944 0.36988 -0.13970
O 5.75396 0.70682 0.10499
C 4.79026 -0.18129 -0.24319
C 5.02793 -1.42808 -0.79791
C 3.96133 -2.26820 -1.12434
O 4.31359 -3.46601 -1.66070
C 3.29484 -4.35182 -2.06120
C 2.65648 -1.86497 -0.88321
C 2.42625 -0.61064 -0.32267
N 1.09633 -0.18641 -0.08857
C 0.69665 0.28516 1.11994
O -0.33902 0.91576 1.29022
C 1.55352 -0.07048 2.26940
C 2.29177 -1.18786 2.57374
C 2.77302 -0.99494 3.88486
C 2.29325 0.21808 4.28268
O 1.55204 0.77259 3.32231
C 0.22211 -0.10155 -1.26190
C 0.26925 1.31938 -1.87433
O 0.75433 1.51408 -2.97177
N -0.26262 2.25736 -1.08772
C -0.27186 3.66749 -1.40297
C -1.69518 4.24022 -1.23796
C -1.65130 5.16140 -0.00958
C -0.38424 4.75116 0.73850
C 0.58822 4.44334 -0.39491
C -1.17849 -0.57896 -0.96376
C -1.39757 -1.62672 -0.07668
C -2.66873 -2.09154 0.17681
C -3.78867 -1.52993 -0.44935
N -5.04725 -2.06495 -0.21238
C -6.19684 -1.63887 -0.98424
C -6.88868 -0.43616 -0.33004
O -7.27585 -0.74921 0.99112
C -6.16552 -1.15030 1.76289
C -5.45979 -2.36718 1.14549
C -3.55622 -0.49830 -1.36347
C -2.27778 -0.03859 -1.61407
C 3.47584 0.23184 -0.01370
H 7.68220 1.22644 0.19493
H 7.28196 0.20056 -1.20509
H 7.39979 -0.51684 0.42716
H 6.02110 -1.79039 -1.00188
H 2.68699 -4.67762 -1.21097
H 3.80589 -5.21353 -2.48726
H 2.64811 -3.90244 -2.82091
H 1.81770 -2.50378 -1.10699
H 2.46466 -2.03736 1.94609
H 3.38822 -1.66421 4.45006
H 2.41371 0.77110 5.19336
H 0.66525 -0.75512 -2.02314
H -0.60082 1.97705 -0.16928
H 0.10534 3.75742 -2.42463
H -2.39490 3.41880 -1.08200
H -2.00825 4.78099 -2.12970
H -1.56674 6.20249 -0.32546
H -2.54467 5.06644 0.60537
H -0.56570 3.85154 1.32838
H -0.02130 5.53333 1.40376
H 0.94183 5.36977 -0.84914
H 1.45166 3.86197 -0.07458
H -0.56059 -2.08963 0.42754
H -2.79058 -2.92133 0.85604
H -5.90579 -1.41939 -2.01013
H -6.90269 -2.47765 -0.99842
H -7.80496 -0.17226 -0.86072
H -6.20797 0.42897 -0.32207
H -6.55591 -1.38796 2.75376
H -5.44452 -0.32107 1.84361
H -4.60483 -2.63620 1.76129
H -6.15683 -3.21158 1.11158
H -4.37432 -0.02837 -1.88619
H -2.13881 0.75730 -2.33062
H 3.30130 1.20989 0.40316

***

This record from the Open Molecules 2025 dataset describes C34H32Br2Cl3F3GeMnN5O3Sb as an isolated structure. The level of theory is wB97M-V/def2-TZVPD.

Properties
Total charge   +2
<S²>   8.80
Largest force on an atom   0.9 eV/Å
Orbital gap (alpha / beta)   6.7 / 5.8 eV
Lowest unoccupied orbital energy (alpha / beta)   -6.03 / -6.95 eV
Multiplicity   6

Geometry (Å):
Mn -0.16819 0.41643 -1.09139
C -2.41049 0.04357 -3.87006
C -2.83584 -0.66502 -2.61468
C -4.01659 -1.43310 -2.59225
C -4.39197 -2.07875 -1.44776
C -3.61536 -1.95172 -0.27768
C -3.92463 -2.52756 0.98036
Br -5.44406 -3.61919 1.17789
C -3.13515 -2.28076 2.05818
C -1.99624 -1.44943 1.94261
Br -0.98550 -1.06411 3.47921
C -1.64841 -0.90082 0.75279
O -0.59449 -0.07402 0.60549
C -2.46051 -1.16216 -0.37344
N -2.07253 -0.55833 -1.54472
H -3.25984 0.23026 -4.52446
H -1.69470 -0.56958 -4.43429
H -1.96000 1.00725 -3.62725
H -4.62206 -1.49784 -3.48813
H -5.29807 -2.67219 -1.42097
H -3.37685 -2.70866 3.02114
N 0.79616 0.94017 -2.85505
C 2.08111 0.19103 -2.96612
C 2.59054 -0.03907 -4.37153
C 1.65644 -0.76186 -5.33071
C 1.28391 -2.17308 -4.88438
N 2.44781 -3.03011 -4.65882
C 3.07279 -3.76602 -5.56409
N 2.64675 -3.82473 -6.82584
N 4.15494 -4.46416 -5.20793
C 1.97326 -1.08062 -2.13633
O 2.75780 -2.00137 -2.30075
O 1.02611 -1.06134 -1.23162
H 0.18213 0.71594 -3.62700
H 0.95380 1.94172 -2.90416
H 2.82310 0.79995 -2.44635
H 3.52154 -0.60243 -4.27463
H 2.86540 0.92467 -4.80789
H 2.15902 -0.80153 -6.30107
H 0.73288 -0.20083 -5.51760
H 0.60607 -2.64147 -5.59943
H 0.74286 -2.16550 -3.93983
H 2.87025 -2.91912 -3.74600
H 1.82851 -3.32487 -7.12741
H 3.07340 -4.45018 -7.48642
H 4.46991 -4.47257 -4.25345
H 4.64745 -5.04276 -5.86399
F 4.75775 -4.16390 3.18924
C 4.19201 -2.97336 2.99642
C 2.98871 -2.91671 2.32045
C 2.40495 -1.67670 2.11513
C 3.03902 -0.52709 2.58499
C 4.24427 -0.60911 3.28531
C 4.83334 -1.84881 3.48536
Sb 2.23784 1.39784 2.22985
C 3.24637 2.02614 0.49655
C 2.93807 3.22354 -0.15658
C 3.68725 3.63435 -1.24962
C 4.73051 2.83263 -1.67369
F 5.44483 3.22052 -2.71975
C 5.05304 1.63604 -1.05976
C 4.29394 1.22789 0.02780
C 3.13484 2.46474 3.77825
C 2.73951 2.21770 5.09487
C 3.33119 2.91021 6.13816
C 4.30869 3.84274 5.83737
F 4.88153 4.50513 6.83462
C 4.71406 4.11462 4.54454
C 4.11379 3.41956 3.50504
H 2.52415 -3.82918 1.97204
H 1.45763 -1.61851 1.58267
H 4.72836 0.27779 3.68059
H 5.76829 -1.95390 4.02062
H 2.13146 3.85561 0.19441
H 3.48699 4.57045 -1.75751
H 5.89022 1.05128 -1.42390
H 4.54451 0.29612 0.52429
H 1.97305 1.48416 5.32253
H 3.04854 2.74275 7.17047
H 5.48241 4.85833 4.36778
H 4.42023 3.62950 2.48566
Cl 0.46484 3.66336 2.24702
Ge -1.68288 2.77511 1.78541
Cl -0.96260 2.48331 -0.84028
Cl -2.62230 4.67784 1.32482

***

This record from the Open Molecules 2025 dataset describes C25H43BrN2P2Zr as an isolated structure at a distorted geometry. The level of theory is wB97M-V/def2-TZVPD.

Properties
Total charge   +4
Largest force on an atom   3.5 eV/Å
Orbital gap (alpha / beta)   4.7 / 5.2 eV
Lowest unoccupied orbital energy (alpha / beta)   -15.64 / -15.21 eV
Multiplicity   1

Geometry (Å):
N -4.86150 -0.84856 3.79966
C -3.88644 -0.16051 4.38907
C -2.97189 0.61122 3.66922
C -3.10935 0.65743 2.27011
C -4.13692 -0.08560 1.64994
C -5.00672 -0.81678 2.47427
C -2.12090 1.38620 1.46578
Zr -0.15132 0.19022 0.69934
P 2.01213 0.68967 -0.60908
C -2.11966 1.16503 0.05725
C -1.56882 2.20824 -0.83383
C -1.78599 2.07803 -2.22770
C -1.14907 2.94751 -3.09198
C -0.22212 3.85192 -2.55733
C -0.13758 4.12108 -1.20055
C -0.80503 3.26800 -0.31293
Br 1.08942 4.66988 -3.73339
H -1.68552 2.27885 1.94127
H -2.73056 0.40239 -0.43800
H -2.15734 1.13911 4.17235
H -4.26463 -0.15149 0.57011
H -3.82088 -0.18914 5.48555
H -5.83554 -1.36500 2.02339
H -2.43358 1.25591 -2.56616
H -0.71458 3.43911 0.76813
H -1.32818 2.90241 -4.16422
H 0.44599 4.95734 -0.81982
P -0.55516 -2.34233 0.35133
C 2.70742 2.23699 0.13247
C 3.42411 3.18564 -0.83412
H 3.36482 1.94473 0.96788
H 1.86297 2.78508 0.58832
H 3.81216 4.05621 -0.28385
H 4.28955 2.71838 -1.32320
H 2.74471 3.57783 -1.60361
C 1.62330 1.06214 -2.36569
C 2.77541 0.97182 -3.36012
H 1.14907 2.04814 -2.40345
H 0.82668 0.36276 -2.66362
H 2.40959 1.20770 -4.36646
H 3.57691 1.68353 -3.14577
H 3.18696 -0.03901 -3.38073
C 3.35333 -0.57475 -0.63044
C 4.77559 -0.03242 -0.74710
H 3.12671 -1.30132 -1.42514
H 3.24685 -1.13138 0.31239
H 5.49914 -0.85522 -0.68577
H 4.96009 0.47256 -1.69931
H 5.00796 0.65853 0.06760
C 0.41845 -3.73198 1.09603
C 1.92419 -3.66022 0.88665
H 0.01344 -4.66594 0.67687
H 0.17793 -3.74131 2.16854
H 2.40237 -4.56945 1.27581
H 2.21079 -3.58382 -0.16875
H 2.36162 -2.81791 1.43119
C -0.38963 -2.78271 -1.44715
C -1.25806 -1.96268 -2.40033
H -0.65135 -3.85051 -1.50440
H 0.67974 -2.69976 -1.70640
H -1.09170 -2.30289 -3.43447
H -2.33331 -2.07578 -2.19270
H -1.01373 -0.88874 -2.37403
C -2.24405 -3.01962 0.68314
C -2.53939 -3.27334 2.15735
H -2.34548 -3.94853 0.10122
H -2.95912 -2.29919 0.25697
H -3.58722 -3.57506 2.27532
H -1.92430 -4.07254 2.59013
H -2.40196 -2.36173 2.74845
N 0.61694 0.59300 2.85450
H 1.57080 0.25527 3.01160
H 0.01567 0.14665 3.55485
H 0.63579 1.59069 3.07759

***

This record from the Open Molecules 2025 dataset describes C5H7ClS as an isolated structure at a distorted geometry. The level of theory is wB97M-V/def2-TZVPD.

Properties
Total charge   0
Largest force on an atom   3.3 eV/Å
Orbital gap   9.5 eV
Lowest unoccupied orbital energy   0.85 eV
Multiplicity   1

Geometry (Å):
C 1.20669 0.00772 -0.01777
C 2.25193 0.84845 -0.00511
C -0.36304 0.23413 0.08539
C -1.18818 -0.20653 -1.17993
C -1.23453 -0.47082 1.09004
H 3.28645 0.55834 -0.00397
H 1.97232 1.96363 -0.02051
H -0.39462 1.32185 0.29854
H -1.39854 0.51765 -1.93856
H -0.78921 -1.11755 -1.64312
H -1.39256 0.12738 2.03165
H -0.94616 -1.37347 1.47247
S -2.54868 -0.68508 -0.07857
Cl 1.53812 -1.72573 -0.09053

***

This record from the Open Molecules 2025 dataset describes C4H12N2O as an isolated structure at a distorted geometry. The level of theory is wB97M-V/def2-TZVPD.

Properties
Total charge   0
Largest force on an atom   3.1 eV/Å
Orbital gap   9.7 eV
Lowest unoccupied orbital energy   0.85 eV
Multiplicity   1

Geometry (Å):
C 0.82287 1.28215 -1.01470
N 2.11563 0.72918 -1.30294
O 0.80225 2.35986 -0.06748
H 1.27326 3.11719 -0.43697
H 2.74749 1.38141 -1.75778
H 2.55098 0.36159 -0.46562
H 0.42677 1.65723 -1.96890
H 0.42852 0.32935 -0.12900
C -2.13076 -1.91484 0.73763
C 0.26632 -0.52445 1.11510
C -1.45560 -0.77188 0.09500
N -1.65224 -0.07518 -0.87340
H -0.78206 0.59224 -1.03903
H -1.48194 -2.79103 0.73383
H -2.34974 -1.67889 1.77953
H 1.07424 0.16044 1.38541
H 0.66155 -1.52093 0.92324
H -0.25598 -0.55582 2.07093
H -3.06156 -2.13761 0.21517

***

Question: Among the records above, which one has the lowest largest force on an atom?
Answer: C12H30GaN3O8PSi

***

Copy entry 1 word for word.
This record from the Open Molecules 2025 dataset describes a 2-piece molecular cluster, CH3NO2S overall at a distorted geometry. The level of theory is wB97M-V/def2-TZVPD.

Properties
Total charge   0
Largest force on an atom   3.4 eV/Å
Orbital gap (alpha / beta)   7.3 / 7.7 eV
Lowest unoccupied orbital energy (alpha / beta)   -1.67 / -1.60 eV
Multiplicity   1

Geometry (Å):
C -0.25906 -0.23093 -0.69207
N -3.41540 0.13561 0.43380
O -4.45980 -0.22887 0.78270
O -2.83706 1.17894 0.30607
S -1.16408 -1.72706 -0.74458
H -0.15720 0.31616 -1.57884
H 0.61233 -0.40337 -0.16344
H -0.90564 0.30106 0.10242